1.
{"formula": "C29H47BrN2OP2Ru", "method": "ωB97M-V/def2-TZVPD", "elements": ["C", "C", "C", "C", "N", "C", "C", "C", "C", "C", "C", "C", "C", "C", "Ru", "P", "H", "H", "H", "H", "H", "H", "H", "H", "C", "C", "H", "H", "H", "H", "H", "C", "C", "H", "H", "H", "H", "H", "C", "C", "H", "H", "H", "H", "H", "Br", "P", "C", "C", "H", "H", "H", "H", "H", "C", "C", "H", "H", "H", "H", "H", "C", "C", "H", "H", "H", "H", "H", "C", "N", "C", "C", "C", "O", "H", "H", "H", "H", "H", "H", "H", "H", "H"], "coordinates": [[-0.18, 3.83, -2.66], [-0.25, 2.57, -3.25], [-0.44, 2.44, -4.64], [-0.64, 3.62, -5.36], [-0.59, 4.81, -4.79], [-0.35, 4.94, -3.49], [-0.13, 1.42, -2.40], [-0.51, 1.10, -1.12], [-0.88, 1.61, 0.14], [0.15, 1.79, 1.10], [0.01, 1.30, 2.36], [-1.29, 0.74, 2.79], [-2.41, 1.23, 1.95], [-2.20, 1.59, 0.66], [0.01, -0.40, -2.13], [1.89, -0.78, -0.87], [-0.49, 1.49, -5.15], [-0.03, 3.96, -1.59], [-0.85, 3.59, -6.42], [-0.29, 5.94, -3.08], [-3.06, 1.78, 0.00], [1.09, 2.25, 0.81], [-3.42, 1.06, 2.32], [0.87, 1.16, 3.01], [2.03, -1.99, 0.51], [2.84, -3.22, 0.18], [1.01, -2.23, 0.84], [2.44, -1.44, 1.37], [2.75, -3.94, 1.00], [2.49, -3.71, -0.74], [3.91, -2.98, 0.07], [2.87, -1.24, -2.36], [2.85, -0.09, -3.38], [2.39, -2.14, -2.78], [3.89, -1.49, -2.06], [3.20, -0.45, -4.35], [1.81, 0.29, -3.52], [3.48, 0.75, -3.07], [2.95, 0.55, -0.16], [4.37, 0.12, 0.22], [2.42, 0.87, 0.74], [2.96, 1.38, -0.88], [4.90, 0.97, 0.66], [4.37, -0.68, 0.98], [4.96, -0.23, -0.63], [-1.28, -1.18, 2.64], [-1.74, -1.85, -2.33], [-0.49, -2.97, -1.30], [-0.68, -4.48, -1.36], [-0.52, -2.60, -0.27], [0.48, -2.71, -1.77], [0.27, -4.96, -1.10], [-1.43, -4.82, -0.64], [-0.97, -4.80, -2.37], [-2.98, -1.65, -0.98], [-3.66, -2.96, -0.58], [-3.72, -0.93, -1.34], [-2.47, -1.19, -0.12], [-3.90, -2.96, 0.50], [-4.61, -3.10, -1.12], [-3.04, -3.83, -0.78], [-2.33, -0.47, -3.57], [-2.95, -0.99, -4.85], [-1.38, 0.06, -3.82], [-2.99, 0.25, -3.06], [-3.10, -0.14, -5.55], [-2.31, -1.73, -5.34], [-3.92, -1.43, -4.62], [-0.70, 2.23, 7.11], [-0.53, 1.35, 5.97], [-1.65, 0.90, 5.24], [0.65, 0.67, 5.77], [1.85, 1.11, 6.54], [0.71, -0.25, 4.95], [-1.69, 2.69, 7.06], [0.07, 3.00, 7.09], [-0.62, 1.68, 8.06], [-2.53, 1.53, 5.43], [-1.38, 0.95, 4.02], [-1.86, -0.16, 5.46], [1.78, 0.76, 7.57], [2.73, 0.65, 6.09], [1.99, 2.19, 6.53]], "orbital_gap_ev": [4.2, 2.9], "total_charge": 4, "largest_force_ev_per_a": 4.9, "homo_energy_ev": [-17.1806, -18.2399], "lumo_ev": [-13.0, -15.3], "e_above_lowest_kj_mol": 11.5, "spin_multiplicity": 5}

2.
{"formula": "C29H47ClNO5S", "method": "ωB97M-V/def2-TZVPD", "elements": ["C", "C", "C", "C", "C", "C", "C", "C", "C", "C", "C", "C", "S", "O", "O", "Cl", "C", "C", "C", "N", "C", "C", "C", "C", "C", "C", "C", "O", "C", "H", "H", "H", "H", "H", "H", "H", "H", "H", "H", "H", "H", "H", "H", "H", "H", "H", "H", "H", "H", "H", "H", "H", "H", "H", "H", "H", "H", "H", "H", "H", "C", "C", "C", "O", "H", "H", "H", "H", "H", "H", "H", "H", "C", "C", "C", "O", "H", "H", "H", "H", "H", "H", "H", "H"], "coordinates": [[2.27, 6.88, 1.73], [2.39, 5.91, 0.58], [3.32, 6.14, -0.44], [3.42, 5.26, -1.51], [2.58, 4.15, -1.55], [1.64, 3.90, -0.54], [0.74, 2.70, -0.63], [1.11, 1.59, 0.34], [2.54, 1.20, 0.03], [3.02, -0.07, 0.78], [3.23, -1.31, -0.10], [4.65, -1.86, 0.05], [5.18, -2.95, -1.26], [5.71, -2.20, -2.35], [6.07, -3.94, -0.69], [3.52, -3.96, -1.86], [0.24, 0.36, 0.08], [-1.26, 0.63, -0.03], [-1.95, 0.65, 1.34], [-2.55, -0.64, 1.71], [-4.00, -0.66, 1.78], [-4.71, -0.11, 0.56], [-4.57, -0.67, -0.70], [-5.21, -0.13, -1.81], [-6.04, 0.99, -1.68], [-6.20, 1.55, -0.42], [-5.54, 1.01, 0.68], [-5.75, 1.62, 1.92], [1.56, 4.79, 0.52], [1.98, 7.85, 1.34], [1.45, 6.56, 2.37], [3.19, 6.98, 2.30], [3.96, 7.01, -0.40], [4.11, 5.41, -2.32], [2.65, 3.47, -2.38], [0.68, 2.33, -1.68], [-0.27, 3.05, -0.39], [2.65, 0.99, -1.06], [3.22, 2.00, 0.30], [2.38, -0.31, 1.63], [3.99, 0.16, 1.22], [3.04, -1.10, -1.15], [2.56, -2.11, 0.21], [5.38, -1.05, 0.03], [4.76, -2.43, 0.97], [0.37, -0.32, 0.91], [0.60, -0.14, -0.85], [-1.50, 1.54, -0.57], [-1.70, -0.18, -0.62], [-2.69, 1.45, 1.39], [-1.18, 0.90, 2.07], [-2.18, -1.39, 1.15], [-4.31, -1.70, 1.92], [-4.31, -0.11, 2.66], [-3.94, -1.53, -0.84], [-5.09, -0.56, -2.79], [-6.54, 1.40, -2.54], [-6.85, 2.40, -0.30], [-5.14, 2.36, 1.98], [0.84, 4.62, 1.30], [8.28, -2.94, 2.79], [8.00, -4.43, 2.94], [8.72, -5.23, 1.86], [6.60, -4.68, 2.86], [7.92, -2.59, 1.82], [7.75, -2.38, 3.56], [9.34, -2.73, 2.87], [8.32, -4.77, 3.93], [8.36, -4.93, 0.88], [8.50, -6.30, 1.97], [9.80, -5.09, 1.90], [6.30, -4.41, 1.99], [-9.46, -2.16, -1.54], [-9.14, -2.11, -3.02], [-8.10, -3.16, -3.40], [-8.68, -0.81, -3.39], [-8.57, -1.94, -0.95], [-10.21, -1.40, -1.29], [-9.85, -3.13, -1.25], [-10.05, -2.28, -3.60], [-7.17, -2.98, -2.85], [-7.87, -3.11, -4.46], [-8.45, -4.17, -3.15], [-7.87, -0.64, -2.88]], "orbital_gap_ev": 4.2, "total_charge": -1, "largest_force_ev_per_a": 1.8, "homo_energy_ev": -2.0328, "lumo_ev": 2.2, "e_above_lowest_kj_mol": 0.0}

3.
{"formula": "C29H47N5O26S6", "method": "ωB97M-V/def2-TZVPD", "elements": ["C", "N", "O", "O", "H", "H", "H", "C", "C", "O", "S", "O", "O", "O", "H", "H", "H", "H", "C", "C", "O", "S", "O", "O", "O", "H", "H", "H", "H", "C", "C", "O", "S", "O", "O", "O", "H", "H", "H", "H", "C", "C", "O", "S", "O", "O", "O", "H", "H", "H", "H", "C", "C", "O", "S", "O", "O", "O", "H", "H", "H", "H", "C", "C", "O", "S", "O", "O", "O", "H", "H", "H", "H", "N", "C", "C", "C", "C", "H", "H", "H", "H", "H", "N", "C", "C", "C", "C", "H", "H", "H", "H", "H", "N", "C", "C", "C", "C", "H", "H", "H", "H", "H", "N", "C", "C", "C", "C", "H", "H", "H", "H", "H"], "coordinates": [[4.65, -2.30, 4.36], [5.47, -2.40, 3.16], [5.04, -3.06, 2.19], [6.47, -1.69, 3.03], [5.46, -2.34, 5.09], [4.11, -3.25, 4.45], [4.01, -1.43, 4.49], [-6.87, 5.51, 1.57], [-7.19, 4.05, 1.70], [-7.27, 3.62, 0.39], [-7.92, 4.74, -0.60], [-9.38, 4.61, -0.61], [-7.26, 4.80, -1.91], [-7.49, 5.99, 0.37], [-5.86, 5.89, 1.43], [-7.25, 6.10, 2.39], [-8.21, 3.86, 2.02], [-6.47, 3.46, 2.27], [1.74, 7.23, -5.01], [0.81, 8.48, -5.21], [1.46, 9.51, -4.37], [2.31, 8.92, -3.11], [1.42, 8.35, -2.10], [3.50, 9.75, -2.76], [2.80, 7.66, -4.17], [2.11, 6.94, -6.00], [1.36, 6.34, -4.52], [-0.16, 8.41, -4.73], [0.70, 8.82, -6.24], [-3.79, -4.47, 11.15], [-4.10, -3.06, 11.53], [-3.99, -2.37, 10.37], [-3.34, -3.10, 9.09], [-1.90, -3.06, 9.23], [-3.99, -2.71, 7.85], [-3.88, -4.49, 9.74], [-4.51, -5.05, 11.73], [-2.80, -4.83, 11.43], [-3.57, -2.70, 12.41], [-5.14, -2.92, 11.82], [5.29, -1.24, -9.63], [5.71, 0.19, -9.56], [4.50, 0.88, -9.29], [3.33, 0.27, -10.23], [3.53, 0.75, -11.60], [1.99, 0.48, -9.60], [3.95, -1.29, -10.09], [5.37, -1.83, -8.72], [6.04, -1.73, -10.25], [6.06, 0.49, -10.55], [6.54, 0.25, -8.85], [11.92, 3.95, -0.17], [11.47, 5.36, -0.47], [10.14, 5.27, -0.79], [9.98, 3.98, -1.77], [10.06, 4.35, -3.18], [8.79, 3.30, -1.23], [11.33, 3.33, -1.27], [11.47, 3.64, 0.78], [12.96, 3.65, -0.29], [12.00, 5.73, -1.34], [11.59, 6.20, 0.21], [3.84, 5.79, 5.62], [3.78, 5.52, 4.13], [2.52, 4.97, 3.94], [1.36, 5.63, 5.00], [0.35, 4.60, 5.30], [0.96, 7.00, 4.60], [2.52, 5.67, 6.23], [4.14, 6.81, 5.88], [4.51, 5.08, 6.10], [4.52, 4.78, 3.81], [4.00, 6.37, 3.48], [-0.50, -9.02, -7.61], [0.36, -7.97, -7.79], [-0.04, -7.04, -6.86], [-1.19, -7.55, -6.25], [-1.37, -8.84, -6.59], [-0.33, -9.88, -8.11], [1.16, -8.07, -8.51], [0.45, -6.09, -6.72], [-1.82, -7.00, -5.56], [-2.08, -9.54, -6.16], [-10.05, -4.59, 1.84], [-10.98, -4.90, 0.88], [-11.04, -3.78, -0.03], [-10.01, -2.92, 0.36], [-9.37, -3.43, 1.40], [-9.89, -5.10, 2.69], [-11.44, -5.87, 0.82], [-11.79, -3.66, -0.80], [-9.74, -2.03, -0.18], [-8.64, -2.95, 2.04], [-1.99, 0.22, -1.51], [-1.75, 0.17, -2.89], [-0.38, 0.20, -2.98], [0.21, 0.30, -1.73], [-0.81, 0.27, -0.80], [-2.90, 0.29, -1.09], [-2.56, 0.09, -3.61], [0.13, 0.29, -3.93], [1.26, 0.40, -1.53], [-0.93, 0.24, 0.28], [-1.71, -7.05, 3.11], [-2.99, -7.44, 3.66], [-2.82, -8.37, 4.64], [-1.49, -8.56, 4.92], [-0.86, -7.83, 3.87], [-1.44, -6.22, 2.60], [-3.93, -7.01, 3.33], [-3.51, -8.94, 5.26], [-0.98, -9.08, 5.72], [0.20, -7.72, 3.69]], "orbital_gap_ev": 7.8, "largest_force_ev_per_a": 5.1, "homo_energy_ev": -7.9072, "lumo_ev": -0.1}

4.
{"formula": "C29H47N5O7P2V", "method": "ωB97M-V/def2-TZVPD", "elements": ["V", "C", "C", "C", "O", "P", "O", "C", "P", "O", "O", "C", "C", "C", "O", "C", "C", "C", "O", "C", "C", "C", "H", "H", "H", "H", "H", "H", "H", "H", "H", "H", "H", "H", "H", "H", "H", "H", "H", "H", "H", "H", "H", "H", "H", "H", "H", "H", "H", "H", "H", "H", "C", "C", "C", "C", "C", "C", "N", "N", "C", "C", "C", "C", "C", "N", "H", "H", "H", "H", "H", "H", "H", "H", "H", "N", "C", "N", "C", "C", "O", "C", "C", "H", "H", "H", "H", "H", "H", "H", "H"], "coordinates": [[-0.53, -0.01, -0.21], [-0.41, -4.58, 1.37], [-0.16, -3.77, 0.12], [1.01, -4.26, -0.70], [-1.38, -3.86, -0.70], [-2.29, -2.67, -1.16], [-2.10, -1.38, -0.41], [-1.98, -2.35, -2.91], [-0.43, -1.49, -3.22], [0.18, -0.94, -1.96], [0.62, -2.46, -3.84], [0.37, -3.32, -5.02], [0.26, -4.75, -4.53], [1.53, -3.13, -5.97], [-0.87, -0.41, -4.26], [0.03, 0.44, -5.07], [-0.86, 1.48, -5.70], [1.14, 1.03, -4.23], [-3.75, -3.15, -1.05], [-4.35, -4.50, -1.10], [-3.80, -5.29, -2.26], [-4.19, -5.17, 0.24], [0.51, -4.63, 1.96], [-0.68, -5.60, 1.09], [-1.20, -4.15, 1.98], [-0.03, -2.71, 0.39], [0.85, -5.30, -0.99], [1.92, -4.22, -0.09], [1.17, -3.66, -1.59], [-2.80, -1.70, -3.24], [-2.04, -3.27, -3.49], [-0.56, -2.99, -5.48], [1.20, -5.07, -4.09], [0.02, -5.41, -5.36], [-0.52, -4.86, -3.77], [2.47, -3.38, -5.47], [1.60, -2.11, -6.34], [1.41, -3.79, -6.82], [0.44, -0.22, -5.84], [-1.23, 2.19, -4.96], [-1.71, 1.02, -6.20], [-0.29, 2.04, -6.45], [0.74, 1.63, -3.41], [1.75, 1.67, -4.87], [1.79, 0.26, -3.81], [-5.40, -4.26, -1.27], [-2.75, -5.54, -2.10], [-3.92, -4.76, -3.20], [-4.35, -6.23, -2.34], [-3.15, -5.47, 0.41], [-4.81, -6.07, 0.26], [-4.52, -4.52, 1.05], [-0.18, -1.96, 5.09], [0.62, -2.05, 3.96], [0.38, -1.22, 2.87], [-0.66, -0.30, 2.94], [-1.46, -0.20, 4.07], [-1.23, -1.04, 5.14], [-0.87, 0.54, 1.82], [-1.25, 1.70, 2.07], [-1.50, 2.49, 0.92], [-1.81, 3.82, 1.13], [-2.13, 4.59, 0.02], [-2.13, 4.00, -1.24], [-1.80, 2.66, -1.35], [-1.48, 1.91, -0.29], [0.01, -2.61, 5.93], [1.44, -2.75, 3.93], [1.01, -1.26, 1.99], [-2.27, 0.52, 4.09], [-1.85, -0.98, 6.02], [-1.80, 4.22, 2.13], [-2.38, 5.64, 0.13], [-2.40, 4.56, -2.12], [-1.78, 2.16, -2.31], [1.38, 1.04, -0.13], [2.42, 1.55, -0.06], [3.57, 2.14, 0.03], [3.70, 3.59, -0.23], [4.43, 3.79, -1.55], [5.66, 3.11, -1.54], [5.49, 1.71, -1.41], [4.83, 1.38, -0.09], [4.27, 4.02, 0.59], [2.71, 4.04, -0.24], [4.65, 4.85, -1.70], [3.80, 3.44, -2.38], [6.48, 1.27, -1.47], [4.88, 1.33, -2.24], [5.47, 1.68, 0.74], [4.62, 0.31, 0.00]], "orbital_gap_ev": [7.2, 7.8], "total_charge": 2, "largest_force_ev_per_a": 0.6, "homo_energy_ev": [-13.2477, -13.9822], "lumo_ev": [-6.0, -6.2], "e_above_lowest_kj_mol": 0.0, "spin_multiplicity": 4}

5.
{"formula": "C29H47NNbO22S2", "method": "ωB97M-V/def2-TZVPD", "elements": ["S", "C", "S", "C", "C", "C", "Nb", "N", "C", "C", "O", "C", "C", "H", "H", "H", "H", "H", "H", "H", "H", "H", "H", "H", "H", "H", "H", "H", "H", "H", "H", "H", "C", "C", "O", "C", "O", "O", "H", "H", "H", "H", "C", "C", "O", "C", "O", "O", "H", "H", "H", "H", "C", "C", "O", "C", "O", "O", "H", "H", "H", "H", "C", "C", "O", "C", "O", "O", "H", "H", "H", "H", "C", "C", "O", "C", "O", "O", "H", "H", "H", "H", "C", "C", "O", "C", "O", "O", "H", "H", "H", "H", "C", "C", "O", "C", "O", "O", "H", "H", "H", "H"], "coordinates": [[1.36, -1.40, 0.25], [0.47, -1.95, -1.05], [0.72, -3.68, -1.59], [0.63, -3.58, -3.45], [-0.58, -4.46, -3.94], [-0.31, -5.18, -5.31], [-0.70, -7.45, -5.15], [-0.48, -1.22, -1.86], [-1.76, -0.96, -1.18], [-2.70, -0.27, -2.22], [-2.11, 0.81, -2.92], [-0.91, 0.41, -3.58], [0.09, -0.02, -2.44], [0.55, -2.53, -3.78], [1.58, -3.99, -3.86], [-0.74, -5.23, -3.15], [-1.48, -3.81, -3.96], [-0.98, -4.74, -6.08], [0.74, -5.09, -5.64], [0.41, -7.57, -3.71], [0.69, -7.80, -6.28], [-1.92, -7.35, -6.50], [-2.08, -7.18, -3.96], [-0.92, -9.27, -5.01], [-2.21, -1.96, -0.97], [-1.67, -0.42, -0.23], [-3.10, -0.99, -2.97], [-3.58, 0.13, -1.67], [-0.49, 1.18, -4.25], [-1.15, -0.54, -4.12], [0.14, 0.84, -1.73], [1.11, -0.19, -2.84], [1.22, 2.77, 0.88], [-0.03, 3.04, 0.10], [-0.64, 4.10, 0.84], [0.35, 4.73, 1.54], [0.20, 5.76, 2.12], [1.51, 4.04, 1.48], [2.05, 2.44, 0.26], [1.07, 2.04, 1.68], [0.18, 3.40, -0.91], [-0.68, 2.18, 0.05], [2.88, -2.36, -8.77], [2.54, -2.18, -7.31], [1.52, -3.14, -7.11], [1.66, -4.11, -8.06], [1.07, -5.14, -8.07], [2.57, -3.73, -9.00], [3.93, -2.16, -8.98], [2.26, -1.74, -9.42], [3.38, -2.41, -6.65], [2.18, -1.18, -7.09], [-3.43, 4.04, 2.80], [-3.78, 5.40, 3.33], [-5.14, 5.23, 3.75], [-5.32, 3.91, 4.00], [-6.29, 3.45, 4.53], [-4.26, 3.18, 3.57], [-2.38, 3.80, 2.94], [-3.68, 3.93, 1.74], [-3.18, 5.69, 4.19], [-3.71, 6.18, 2.57], [-4.37, 6.30, -0.82], [-4.16, 7.46, -1.76], [-3.90, 8.54, -0.86], [-3.43, 8.01, 0.29], [-2.96, 8.64, 1.18], [-3.56, 6.66, 0.30], [-4.04, 5.35, -1.25], [-5.41, 6.20, -0.50], [-3.30, 7.32, -2.41], [-5.04, 7.67, -2.37], [5.47, -3.22, 3.03], [4.65, -2.94, 4.26], [4.06, -1.68, 3.96], [4.04, -1.55, 2.60], [3.46, -0.70, 2.02], [4.76, -2.53, 2.01], [5.54, -4.29, 2.80], [6.48, -2.81, 3.10], [3.85, -3.68, 4.41], [5.25, -2.89, 5.17], [0.18, -0.37, 4.83], [-1.16, 0.28, 5.05], [-1.45, 0.83, 3.77], [-0.74, 0.12, 2.85], [-0.86, 0.22, 1.68], [0.15, -0.70, 3.45], [0.32, -1.26, 5.44], [1.01, 0.31, 5.01], [-1.94, -0.44, 5.31], [-1.13, 1.06, 5.81], [2.73, 0.69, 7.82], [4.00, 0.17, 7.19], [3.97, -1.22, 7.52], [2.68, -1.56, 7.75], [2.29, -2.67, 7.88], [1.88, -0.46, 7.80], [2.29, 1.51, 7.27], [2.88, 1.00, 8.86], [3.99, 0.28, 6.10], [4.89, 0.65, 7.59]], "orbital_gap_ev": 5.7, "total_charge": -1, "largest_force_ev_per_a": 2.1, "homo_energy_ev": -4.3821, "lumo_ev": 1.3}